A molecular structure, C35H29Br3IrN4O6 at a distorted geometry, computed with the ωB97M-V functional and the def2-TZVPD basis.

Its frontier orbital gap (alpha / beta) is 5.126 / 5.408 eV. Its charge is -2. The calculation puts the energy relative to the best compared isomer or geometry (same formula, charge and spin) at 0.0 kcal per mole. The spin multiplicity is 2. As for the molecular weight: 1033.568 g mol⁻¹.

Geometry (Å):
Ir -0.193 -0.335 -0.211
C 2.047 -4.102 1.027
O 2.202 -3.666 2.374
C 2.417 -2.325 2.617
C 3.241 -2.054 3.693
C 3.480 -0.738 4.090
C 2.903 0.297 3.396
C 2.047 0.075 2.295
C 1.496 1.211 1.640
N 0.683 1.221 0.620
N 0.437 2.428 0.068
C -0.285 2.350 -1.035
O -0.651 1.251 -1.579
C -0.626 3.618 -1.700
C -0.421 4.850 -1.074
C -0.744 6.029 -1.722
C -1.265 6.005 -3.010
C -1.475 4.784 -3.636
C -1.167 3.601 -2.987
C 1.766 -1.284 1.901
O 0.923 -1.589 0.979
H 2.052 -5.192 1.074
H 2.881 -3.759 0.406
H 1.117 -3.750 0.588
H 3.681 -2.894 4.216
H 4.132 -0.540 4.932
H 3.088 1.323 3.697
H 1.788 2.197 1.990
H -0.014 4.854 -0.073
H -0.593 6.978 -1.219
H -1.509 6.931 -3.517
H -1.884 4.756 -4.640
H -1.333 2.641 -3.457
Br 3.330 -1.746 -4.126
C 1.694 -2.545 -3.602
C 1.268 -3.694 -4.241
C 0.080 -4.280 -3.855
Br -0.414 -5.912 -4.721
C -0.740 -3.735 -2.845
C -1.962 -4.284 -2.429
C -2.698 -3.615 -1.469
C -2.216 -2.443 -0.921
N -1.027 -1.932 -1.240
C -0.287 -2.544 -2.205
C 0.981 -1.927 -2.539
O 1.422 -0.916 -1.936
H 1.858 -4.133 -5.033
H -2.337 -5.196 -2.869
H -3.665 -3.994 -1.165
H -2.787 -1.850 -0.218
C -2.025 -1.553 5.306
C -2.232 -1.524 3.779
C -3.708 -1.263 3.494
C -1.809 -2.865 3.183
N -1.367 -0.479 3.187
H -2.620 -2.351 5.758
H -2.328 -0.600 5.745
H -0.971 -1.731 5.538
H -4.306 -2.095 3.874
H -3.890 -1.169 2.426
H -4.044 -0.347 3.982
H -2.523 -3.650 3.448
H -0.821 -3.160 3.541
H -1.762 -2.779 2.100
Br -3.088 5.285 4.147
C -2.482 3.509 3.772
C -1.504 2.952 4.573
C -1.129 1.639 4.339
C -1.719 0.874 3.327
C -2.638 1.499 2.467
C -3.033 2.809 2.718
C -3.250 0.857 1.207
O -4.468 1.054 1.055
O -2.487 0.247 0.408
H -1.060 3.519 5.380
H -0.373 1.187 4.973
H -0.423 -0.625 3.525
H -3.773 3.255 2.069